Record 1
18
Properties=species:S:1:pos:R:3 method="wB97M-V/def2-TZVPD" homo_energy_ev=-4.489 homo_lumo_gap_ev=8.203 charge=-1
C -0.070 -0.346 1.280
N -1.114 -1.018 0.563
C -1.008 -1.395 -0.802
O -2.068 -1.763 -1.346
O 0.140 -1.284 -1.311
C 0.304 1.040 0.730
C 1.113 1.861 1.724
H 0.852 -0.918 1.404
H -0.393 -0.259 2.326
H -2.054 -0.819 0.859
H 0.847 0.813 -0.190
H -0.576 1.610 0.436
H 2.067 1.437 2.037
H 1.326 2.848 1.298
H 0.524 2.047 2.629
H -0.379 -1.094 -4.513
H 0.064 -1.475 -3.109
O 0.425 -1.286 -4.014



Record 2
18
Properties=species:S:1:pos:R:3 method="wB97M-V/def2-TZVPD" homo_energy_ev=-4.257 homo_lumo_gap_ev=7.844 charge=-1
C -0.892 0.545 0.446
N -0.344 0.586 -0.858
C 0.050 -0.558 -1.612
O 0.090 -0.366 -2.861
O 0.170 -1.546 -0.959
C 0.335 0.864 1.514
C -0.196 0.939 2.898
H -1.302 -0.481 0.682
H -1.558 1.349 0.572
H -0.178 1.472 -1.241
H 1.019 0.098 1.209
H 0.851 1.762 1.015
H -0.916 0.164 3.177
H 0.615 0.712 3.647
H -0.818 1.861 3.128
H 0.620 -1.778 -3.494
H 1.386 -3.069 -3.258
O 1.067 -2.554 -4.003



Record 3
18
Properties=species:S:1:pos:R:3 method="wB97M-V/def2-TZVPD" homo_energy_ev="3.170 / 1.096" homo_lumo_gap_ev="3.533 / 5.526" multiplicity=2 charge=-2
C 1.350 -0.232 1.782
C 1.634 -0.140 0.276
C 0.750 -0.737 -0.872
C -0.735 -0.322 -0.660
O -1.501 -1.320 -0.505
O -1.098 0.908 -0.772
N 3.188 0.837 0.216
H 0.435 0.238 2.132
H 1.455 -1.269 2.164
H 2.217 0.332 2.183
H 2.619 -0.524 -0.030
H 0.729 -1.833 -0.822
H 1.144 -0.318 -1.790
H 1.824 0.954 0.181
H 3.480 0.809 -0.725
H -3.376 -0.169 0.318
H -2.479 0.997 -0.044
O -3.446 0.851 0.249



Record 4
18
Properties=species:S:1:pos:R:3 method="wB97M-V/def2-TZVPD" homo_energy_ev=-14.889 homo_lumo_gap_ev=11.597 smiles="C=C[C@]([NH3+])(O)C(O)O" charge=+1
C -2.055 0.862 0.437
C -1.347 -0.178 0.821
C -0.107 -0.611 0.196
N -0.107 -0.564 -1.356
O 0.227 -2.052 0.406
C 1.123 0.275 0.572
O 2.307 -0.334 0.381
O 0.933 1.441 -0.335
H -2.964 1.020 0.845
H -1.625 1.536 -0.296
H -1.777 -0.957 1.511
H 0.331 -1.471 -1.675
H 0.396 0.356 -1.364
H -0.972 -0.541 -2.075
H -0.468 -2.378 0.914
H 0.959 0.714 1.610
H 3.043 0.047 0.865
H 1.176 2.307 -0.042



Record 5
17
Properties=species:S:1:pos:R:3 method="wB97M-V/def2-TZVPD" homo_energy_ev=-8.344 homo_lumo_gap_ev=9.199 smiles="C[C@H](C=O)N(C)P"
C 1.312 1.269 -0.759
C 0.749 0.192 0.180
C 0.763 -1.244 -0.455
O 0.229 -1.467 -1.480
N -0.829 0.402 0.549
C -1.065 -0.435 1.682
P -1.910 0.334 -0.775
H 1.469 0.945 -1.798
H 0.563 2.079 -0.841
H 2.299 1.844 -0.458
H 1.126 0.010 1.214
H 1.140 -2.178 0.090
H -2.062 -0.241 1.921
H -0.871 -1.472 1.318
H -0.426 0.004 2.404
H -1.465 -0.890 -1.152
H -1.021 0.846 -1.639



Record 6
17
Properties=species:S:1:pos:R:3 method="wB97M-V/def2-TZVPD" homo_energy_ev=-9.340 homo_lumo_gap_ev=9.197 smiles="C/P=N/CO.C=C"
C -2.212 -1.336 -1.799
P -0.408 -1.194 -1.351
N -0.438 0.364 -1.255
C 0.822 1.008 -0.989
O 1.953 0.235 -1.073
H -2.578 -1.160 -0.847
H -2.517 -2.204 -2.388
H -2.574 -0.498 -2.384
H 1.050 1.615 -1.800
H 0.741 1.542 -0.049
H 1.873 -0.625 -0.607
C 1.214 0.695 2.751
C 0.230 0.052 2.138
H 1.394 0.620 3.731
H 1.883 1.299 2.203
H -0.078 0.209 1.037
H -0.355 -0.622 2.679



Record 7
17
Properties=species:S:1:pos:R:3 method="wB97M-V/def2-TZVPD" homo_energy_ev="-8.669 / -8.079" homo_lumo_gap_ev="7.686 / 7.746"
C -1.077 0.930 -1.543
C -0.953 2.435 0.450
C 1.629 -2.768 0.878
C -1.166 2.109 -1.075
N -0.266 -0.614 0.994
O 0.997 -1.188 -1.206
P 0.235 -1.807 0.108
H -1.095 0.574 -2.563
H -0.765 1.466 1.042
H -1.917 3.031 0.622
H -0.058 3.042 0.837
H 1.144 -3.483 1.413
H 2.290 -3.200 0.121
H 2.391 -2.189 1.333
H 0.464 -0.401 -1.418
H -1.137 3.036 -1.742
H -0.715 -0.973 1.749



Record 8
17
Properties=species:S:1:pos:R:3 method="wB97M-V/def2-TZVPD" homo_energy_ev="-9.478 / -7.952" homo_lumo_gap_ev="8.971 / 7.335"
C 0.104 -1.344 0.400
C 0.133 0.136 -0.226
C 0.874 1.049 0.762
C -1.359 0.519 -0.298
N 0.654 0.092 -1.518
O 1.357 -1.912 0.470
P 2.163 -2.465 -0.811
H -0.280 -1.272 1.419
H -0.569 -1.932 -0.233
H 0.285 1.211 1.663
H 1.054 2.015 0.293
H 1.830 0.608 1.038
H -1.434 1.580 -0.521
H -1.853 0.321 0.650
H -1.842 -0.039 -1.093
H 1.585 0.498 -1.569
H 1.042 -2.827 -1.595



Record 9
17
Properties=species:S:1:pos:R:3 method="wB97M-V/def2-TZVPD" homo_energy_ev=-2.330 homo_lumo_gap_ev=5.408 smiles=[O-]CNCCCS charge=-1
O 2.691 -0.888 2.048
C 2.380 -0.205 0.968
N 1.063 -0.630 0.372
C 0.469 0.283 -0.543
C -0.870 -0.216 -1.096
C -1.960 -0.412 -0.061
S -2.583 1.152 0.715
H 3.093 -0.293 0.122
H 2.298 0.918 1.133
H 0.474 -0.853 1.167
H 0.327 1.312 -0.139
H 1.113 0.433 -1.409
H -0.680 -1.185 -1.566
H -1.227 0.477 -1.860
H -1.642 -1.014 0.786
H -2.853 -0.893 -0.463
H -2.093 2.014 -0.175



Record 10
17
Properties=species:S:1:pos:R:3 method="wB97M-V/def2-TZVPD" homo_energy_ev=-13.815 homo_lumo_gap_ev=9.550 charge=+1
C -1.118 1.264 -0.475
C -2.024 0.457 0.349
C -0.074 -0.894 -0.566
C 1.173 -1.724 -0.547
N -0.188 0.337 -1.128
O 1.070 -0.030 1.606
S -1.237 -1.208 0.567
H -1.630 1.979 -1.099
H -0.575 1.922 0.235
H -2.286 0.903 1.274
H -2.893 0.313 -0.380
H 1.771 -1.750 -1.449
H 0.957 -2.755 -0.235
H 1.779 -1.294 0.158
H 0.487 0.772 -1.730
H 1.457 -0.238 2.430
H 0.935 0.853 1.463



Record 11
17
Properties=species:S:1:pos:R:3 method="wB97M-V/def2-TZVPD" homo_energy_ev=-13.305 homo_lumo_gap_ev=9.722 smiles="[NH3+][C@H](C=O)CCS" charge=+1
N 1.597 0.713 0.047
C 0.206 0.426 0.553
C 0.263 0.646 2.057
O 1.243 1.104 2.582
C -0.266 -0.986 0.143
C -1.265 -0.841 -0.968
S -0.589 0.051 -2.493
H 1.883 1.679 0.224
H 1.565 0.623 -0.975
H 2.272 0.054 0.420
H -0.535 1.150 0.217
H -0.676 0.469 2.590
H 0.539 -1.642 -0.227
H -0.732 -1.520 0.973
H -2.161 -0.312 -0.642
H -1.597 -1.809 -1.351
H -1.747 0.195 -3.150



Record 12
18
Properties=species:S:1:pos:R:3 method="wB97M-V/def2-TZVPD" homo_energy_ev="-1.267 / -3.793" homo_lumo_gap_ev="4.880 / 6.725" multiplicity=3 charge=-1
C -0.169 -1.670 -0.573
C -0.317 1.901 0.449
C 0.551 -1.129 0.675
C 0.818 1.136 -0.247
N 1.306 0.070 0.561
O 3.726 -1.712 0.407
S 4.475 1.045 0.133
S 3.392 -0.494 -0.351
H 0.539 -1.800 -1.391
H -0.617 -2.639 -0.343
H -0.959 -0.992 -0.894
H 0.016 2.209 1.438
H -0.591 2.784 -0.129
H -1.201 1.273 0.562
H -0.208 -0.996 1.473
H 1.255 -1.890 1.034
H 0.476 0.829 -1.260
H 1.659 1.829 -0.383



In eV, the calculated total energy values for the records above are, in order, -11945.184 -11944.328 -11935.700 -11934.025 -17133.455 -17133.518 -17131.609 -17133.816 -18682.477 -18675.620 -18675.743 -29516.683.
In kJ/mol, the ΔE to the lowest compared entry with this formula, charge and spin values for the records above are, in order, 20.5 103.1 534.0 249.5 338.9 332.9 517.1 304.2 252.7 143.4 131.5 0.0.